1.
Below is a molecular structure, C27H44BrHfNOP2, with properties calculated with wB97M-V/def2-TZVPD.

Properties
Calculated total energy in eV: -122129.010
E_HOMO (alpha / beta) in eV: -20.29 / -20.29
Frontier orbital gap (alpha / beta) in eV: 4.7 / 4.7
Charge: +4

Element x y z (Å)
C 0.916155 -4.126100 2.088957
C 0.554531 -3.461054 0.873964
C -0.401579 -4.120030 0.038238
C -0.874380 -5.380099 0.415308
N -0.510392 -5.992300 1.552701
C 0.387800 -5.401730 2.353688
C 1.207081 -2.246861 0.556590
C 1.982731 -1.235475 0.390503
C 3.228247 -0.807390 -0.197205
C 3.704748 0.569444 -0.082533
C 3.542360 1.310457 -1.299496
C 3.193255 0.505617 -2.417019
C 3.636035 -0.844199 -2.529388
C 3.671674 -1.551968 -1.341123
Hf 1.566336 0.988311 -0.427872
P -0.947942 0.286738 1.460733
H -0.761209 -3.659088 -0.877996
H 1.605101 -3.659485 2.790047
H -1.584353 -5.906827 -0.229857
H 0.709080 -5.932089 3.253182
H 3.829171 -2.624246 -1.321635
H 4.327764 0.961100 0.695436
H 3.936539 -1.281932 -3.487750
H 3.510871 2.405604 -1.379414
C -2.224466 1.465553 2.176016
C -3.605625 0.953753 2.598951
H -2.334301 2.233752 1.393474
H -1.742930 1.947088 3.040847
H -4.225064 1.798003 2.930285
H -4.160260 0.463700 1.792368
H -3.553403 0.278626 3.462620
C -2.056787 -1.016487 0.709808
C -2.697330 -2.089426 1.592042
H -1.413196 -1.474449 -0.056322
H -2.845853 -0.473064 0.167249
H -3.285268 -2.767888 0.958238
H -1.962705 -2.712965 2.115706
H -3.409690 -1.663537 2.308612
C -0.300958 -0.533998 3.000195
C -1.193095 -0.666353 4.239785
H 0.606357 0.045172 3.237203
H 0.053490 -1.517588 2.667064
H -0.619105 -1.137880 5.047112
H -1.540127 0.298358 4.629847
H -2.054875 -1.324152 4.067884
Br 2.865564 1.548397 -4.153334
P -0.623307 1.453869 -2.076830
C -2.416918 1.302279 -1.834893
C -3.266649 2.219838 -2.680100
H -2.616442 1.483242 -0.772305
H -2.675275 0.253219 -2.005100
H -4.318769 2.000303 -2.513383
H -3.104019 3.263983 -2.421284
H -3.080008 2.104989 -3.747237
C -0.246639 3.135335 -2.714065
C -0.210067 3.274045 -4.230738
H 0.730926 3.437963 -2.301205
H -0.989441 3.817545 -2.275344
H 0.054882 4.308133 -4.492428
H 0.559850 2.631617 -4.669514
H -1.172914 3.051423 -4.702329
C -0.127350 0.142211 -3.256231
C -1.021814 -0.038084 -4.468960
H -0.079028 -0.787857 -2.670123
H 0.905926 0.345575 -3.579103
H -0.570100 -0.768850 -5.145765
H -2.002496 -0.419380 -4.173803
H -1.157391 0.882391 -5.040967
C 3.964996 2.745952 2.739108
C 2.929895 1.655832 2.659194
O 1.914234 1.977947 1.509255
H 4.404127 2.966096 1.768199
H 4.765619 2.441165 3.418371
H 3.547418 3.664159 3.155973
H 3.362544 0.678064 2.388547
H 2.329884 1.512302 3.571217
H 1.478332 2.813680 1.758134

Force components x, y, z for each atom (eV/Å):
C -0.11 -0.04 0.26
C -0.19 0.58 -0.01
C 0.32 -0.32 -0.20
C 0.06 0.57 -0.16
N 0.50 0.40 0.02
C 0.10 0.58 -0.33
C 0.79 -1.00 0.26
C -0.27 -0.55 0.51
C 0.73 -1.53 -0.06
C 0.99 0.01 -1.70
C 1.91 -1.65 -0.86
C 1.02 2.60 -3.46
C 0.18 0.38 0.27
C -0.74 1.08 -0.41
Hf -6.24 -0.36 4.26
P -1.49 -0.71 0.98
H 0.11 -0.11 0.13
H -0.07 -0.16 -0.13
H 0.19 0.15 0.31
H -0.23 0.06 -0.26
H -0.15 -0.12 0.21
H -0.49 0.25 0.83
H -0.47 0.14 0.19
H 0.76 -0.14 -0.13
C 0.62 0.80 -0.52
C -0.21 -0.31 0.24
H -0.10 0.03 0.37
H -0.02 0.03 -0.32
H 0.30 -0.03 -0.19
H 0.15 0.07 0.11
H 0.00 0.14 -0.37
C 0.45 0.26 -0.57
C -0.21 -0.18 -0.01
H -0.32 -0.15 -0.09
H 0.30 -0.18 0.15
H 0.16 0.19 0.05
H -0.12 0.23 0.04
H 0.37 -0.17 -0.14
C 0.71 0.21 -0.39
C -0.17 -0.17 0.19
H -0.15 -0.23 0.17
H -0.05 0.15 0.24
H 0.02 0.14 -0.20
H 0.08 -0.25 -0.19
H 0.25 0.35 0.00
Br 0.97 -1.17 2.03
P 1.17 0.02 -0.41
C -0.14 -0.46 1.03
C -0.04 0.46 -0.53
H -0.03 0.07 -0.13
H 0.14 0.01 -0.07
H -0.04 -0.04 0.08
H -0.10 0.05 0.00
H -0.02 -0.06 0.01
C 0.01 0.03 0.00
C 0.09 0.37 -0.50
H -0.10 0.05 -0.05
H 0.21 -0.15 0.01
H -0.14 -0.25 0.09
H -0.39 0.13 0.03
H 0.20 0.08 0.16
C 0.31 0.08 -0.17
C -0.31 -0.27 -0.38
H -0.15 -0.02 -0.01
H -0.62 -0.04 0.17
H -0.12 0.03 0.08
H 0.05 0.06 -0.15
H 0.04 -0.14 0.15
C -0.38 0.10 0.19
C 0.21 -0.38 0.12
O 0.32 -0.08 -0.33
H 0.12 0.01 -0.08
H -0.06 -0.11 -0.02
H 0.00 0.02 -0.09
H -0.47 0.45 0.08
H 0.07 0.29 -0.47
H -0.06 -0.12 0.04

2.
Below is a molecular structure, C27H44BrNOP2Zn, with properties calculated with wB97M-V/def2-TZVPD.

Properties
Calculated total energy in eV: -169273.292
E_HOMO in eV: -14.02
Frontier orbital gap in eV: 7.0
Charge: +2

Element x y z (Å)
C 1.816009 3.722277 0.107081
C 0.832809 2.964277 -0.586019
C 0.923809 2.971077 -2.005219
C 1.959009 3.677477 -2.621919
N 2.903509 4.375977 -1.963719
C 2.802109 4.391777 -0.620019
C -0.150491 2.196577 0.095481
C -1.234691 1.794777 0.644781
C -2.587291 2.083477 1.046681
C -3.387591 1.082577 1.644581
C -4.703591 1.339277 2.041281
C -5.236091 2.620777 1.840081
C -4.468591 3.639177 1.248581
C -3.155791 3.368477 0.856381
Zn 0.043309 0.080177 0.769081
P 2.247709 -0.460523 0.174781
H 0.190609 2.418777 -2.601419
H 1.801609 3.763177 1.200481
H 2.036109 3.677077 -3.718819
H 3.566109 4.975077 -0.086219
H -2.550991 4.155477 0.395281
H -2.941891 0.093777 1.787981
H -4.900191 4.632977 1.099381
H -5.311691 0.555777 2.502181
C 2.835909 -2.205323 0.535081
C 3.986309 -2.804723 -0.283819
H 1.930509 -2.830023 0.427281
H 3.073109 -2.218623 1.615781
H 4.176209 -3.848023 0.028281
H 3.743809 -2.822923 -1.360319
H 4.924909 -2.241823 -0.158619
C 2.562309 -0.213023 -1.656219
C 3.950509 0.204277 -2.155919
H 1.827609 0.558577 -1.944919
H 2.230509 -1.147923 -2.143219
H 3.923309 0.353577 -3.250719
H 4.265109 1.162077 -1.708919
H 4.723309 -0.551823 -1.940519
C 3.487609 0.656677 1.021081
C 4.956809 0.236577 1.150981
H 3.059409 0.826677 2.023281
H 3.393009 1.624477 0.495181
H 5.523009 1.011077 1.699781
H 5.058509 -0.705923 1.716981
H 5.443709 0.101077 0.172581
Br -7.030091 2.989877 2.377881
P -1.335791 -1.317823 -0.606519
C -0.420491 -2.398723 -1.841119
C -1.094991 -3.623123 -2.473819
H 0.485409 -2.722923 -1.297919
H -0.063891 -1.699523 -2.620519
H -0.384591 -4.146423 -3.140219
H -1.414991 -4.347123 -1.704719
H -1.977691 -3.352423 -3.074119
C -2.489291 -2.524323 0.262481
C -3.799991 -2.965823 -0.401419
H -2.718491 -2.039523 1.227381
H -1.856391 -3.395123 0.520581
H -4.364991 -3.633423 0.275281
H -4.445991 -2.097923 -0.619419
H -3.633391 -3.510623 -1.344119
C -2.473691 -0.261923 -1.659819
C -2.994891 -0.774123 -3.007619
H -1.902591 0.672377 -1.809919
H -3.309991 0.019977 -0.993719
H -3.602691 0.007777 -3.498919
H -2.166491 -1.022423 -3.693819
H -3.628391 -1.669623 -2.901919
C -0.253491 -1.064123 4.641581
C -0.696991 -0.516923 3.291981
O 0.419009 -0.092623 2.563281
H 0.443609 -1.916623 4.496481
H -1.139591 -1.414123 5.212781
H 0.258509 -0.269323 5.224481
H -1.200291 -1.328523 2.736281
H -1.406491 0.323377 3.454281
H 0.630809 0.827177 2.871081

Force components x, y, z for each atom (eV/Å):
C -0.55 -0.48 -0.13
C 2.03 0.54 -1.01
C -0.22 -0.18 0.67
C 0.18 0.24 -0.11
N -0.91 -0.66 0.63
C 0.16 0.21 -0.19
C -4.24 -0.27 1.85
C 3.63 2.55 -2.14
C -1.48 -0.57 0.75
C 0.01 0.32 -0.12
C 0.27 0.10 -0.15
C -0.02 0.07 -0.01
C 0.16 -0.42 0.06
C 0.29 -0.11 -0.07
Zn -0.17 -0.84 -3.02
P 2.66 -0.09 -1.21
H 0.31 0.24 0.16
H 0.06 0.06 -0.42
H -0.03 0.02 0.55
H -0.38 -0.28 -0.28
H -0.27 -0.26 0.18
H -0.37 0.29 0.00
H 0.21 -0.41 0.05
H 0.24 0.33 -0.19
C -0.80 0.05 0.58
C 0.19 0.15 -0.35
H 0.36 0.08 0.06
H -0.10 0.02 -0.39
H -0.18 0.52 -0.06
H 0.11 -0.01 0.42
H -0.40 -0.23 -0.03
C -0.67 -0.07 0.11
C 0.26 0.08 0.05
H 0.26 -0.27 -0.04
H 0.14 0.33 0.16
H -0.04 -0.11 0.50
H -0.09 -0.36 -0.16
H -0.35 0.31 -0.10
C -0.68 0.29 0.08
C 0.22 -0.29 -0.01
H 0.23 -0.02 -0.15
H 0.09 -0.35 0.17
H -0.34 -0.33 -0.25
H -0.04 0.40 -0.23
H -0.23 0.08 0.40
Br 0.74 -0.16 -0.22
P -1.84 -1.59 -1.33
C 0.69 0.56 0.32
C -0.38 -0.18 0.08
H -0.25 0.04 -0.24
H -0.12 -0.25 0.24
H -0.27 0.34 0.35
H 0.14 0.29 -0.32
H 0.38 -0.10 0.24
C 0.57 0.20 0.59
C -0.19 0.09 -0.31
H -0.03 -0.23 -0.26
H -0.24 0.29 -0.11
H 0.36 0.33 -0.26
H 0.24 -0.35 0.09
H -0.05 0.22 0.41
C 0.31 0.55 0.55
C 0.07 -0.32 -0.23
H -0.25 -0.25 -0.06
H 0.30 -0.11 -0.23
H 0.30 -0.32 0.32
H -0.34 0.11 0.27
H 0.26 0.40 -0.02
C 0.05 -0.16 0.28
C -1.98 -1.02 2.42
O 1.38 1.82 1.59
H -0.43 0.52 0.16
H 0.60 0.22 -0.29
H -0.31 -0.51 -0.24
H 0.25 0.46 -0.02
H 0.35 -0.47 -0.33
H 0.14 -1.09 -0.04

3.
Below is a molecular structure, C27H44CeN3OP3, with properties calculated with wB97M-V/def2-TZVPD.

Properties
Spin multiplicity: 2
Calculated total energy in eV: -75997.813
E_HOMO (alpha / beta) in eV: -15.15 / -15.19
Energy above the lowest of the compared OMol25 structures with the same formula, charge and spin in kJ/mol: 172.8
Frontier orbital gap (alpha / beta) in eV: 4.3 / 4.1
Charge: +3

Element x y z (Å)
Ce 0.860250 0.222079 -1.000691
P 0.639157 -0.236322 -3.764855
P 0.052687 -2.629252 -0.654267
P 1.359782 3.104231 -0.115764
H 2.877264 -2.287714 2.206119
C 3.070069 -1.657094 3.076916
C 2.091397 -0.981496 3.698048
H 1.028215 -1.070486 3.417754
C 2.053330 -1.153861 -4.453867
C -0.777086 -1.106431 -4.513822
C 0.658093 1.355611 -4.660752
C -0.018356 -2.836656 1.126311
C -1.607433 -3.052462 -1.273181
C 1.259892 -3.792100 -1.317946
C 1.519535 3.210437 1.712403
C 0.224202 4.489130 -0.469892
C 2.965489 3.796014 -0.676425
H 4.109670 -1.552696 3.381990
H 2.307629 -0.275951 4.505446
H 2.075934 -0.978429 -5.536776
H 1.955257 -2.232106 -4.261156
H 2.987229 -0.797448 -3.996819
H -0.635060 -1.106064 -5.602534
H -1.709839 -0.581314 -4.263632
H -0.841238 -2.144917 -4.159420
H 0.991941 1.178778 -5.690805
H 1.340130 2.074585 -4.181664
H -0.349758 1.792441 -4.670838
H -0.049184 -3.894744 1.406379
H -0.934363 -2.393046 1.520297
H 0.835732 -2.379939 1.641218
H -1.734992 -4.140172 -1.306028
H -1.721750 -2.614237 -2.267205
H -2.357849 -2.568618 -0.637802
H 0.979458 -4.841170 -1.130645
H 2.240757 -3.615355 -0.842276
H 1.389346 -3.655382 -2.403570
H 2.320880 3.902713 2.012458
H 1.737006 2.209978 2.114240
H 0.562490 3.549079 2.129351
H 0.782464 5.374439 -0.812959
H -0.357017 4.722095 0.432895
H -0.463019 4.154170 -1.262408
H 3.418867 4.417389 0.110685
H 2.792183 4.400754 -1.576880
H 3.655079 2.979636 -0.934163
C 4.106529 -0.188975 -0.533484
C 4.482871 -1.017253 -1.618882
C 5.754075 -0.807974 -2.116462
C 6.646692 0.043569 -1.450999
C 6.277703 0.667364 -0.251985
C 5.067310 0.374191 0.321999
O 2.887628 0.326670 -0.515123
H -0.201667 -1.375476 -1.530771
H 3.742932 -1.685788 -2.087720
H 6.045487 -1.257894 -3.073353
H 7.625935 0.239364 -1.875846
H 6.889225 1.435234 0.177093
H 4.760720 0.686435 1.310927
N -8.279915 0.091894 6.024657
C -7.412300 0.130240 5.239293
C -6.349462 0.186309 4.265518
C -5.024011 0.437465 4.642126
C -4.005669 0.502739 3.686280
C -4.305276 0.352409 2.329245
C -5.631308 0.090995 1.939969
C -6.637511 0.017499 2.909418
N -3.268633 0.437042 1.345053
C -3.445946 0.411849 -0.049422
C -2.206938 0.414996 -0.627001
N -1.233383 0.417473 0.377147
C -1.917458 0.473688 1.549857
H -4.817074 0.580422 5.697555
H -2.973019 0.675798 3.987446
H -5.883994 -0.071293 0.890597
H -7.666398 -0.172799 2.599395
H -4.426628 0.361860 -0.499778
H -1.930778 0.423855 -1.692716
H -1.436350 0.534311 2.522258

Force components x, y, z for each atom (eV/Å):
Ce 2.65 4.41 2.51
P -0.39 -0.70 -1.76
P -2.48 -2.02 -1.24
P 0.36 0.92 0.33
H 0.10 -0.09 0.33
C -0.66 0.72 0.16
C 0.34 -0.07 -0.44
H 0.53 -0.02 0.12
C 0.33 0.03 0.23
C -0.19 0.07 0.04
C 0.03 0.37 0.33
C 0.21 1.16 0.87
C 0.07 -0.38 0.07
C 0.99 0.53 -0.50
C -0.11 -0.59 0.20
C -0.42 -0.11 -0.32
C 0.25 -0.47 -0.39
H -0.22 -0.08 -0.08
H -0.08 -0.42 -0.16
H 0.05 -0.12 0.21
H 0.02 0.31 -0.09
H -0.16 -0.11 -0.29
H -0.18 -0.06 0.22
H 0.17 -0.19 -0.18
H 0.06 0.27 -0.20
H -0.10 0.05 0.20
H -0.13 -0.18 -0.24
H 0.24 -0.11 -0.02
H 0.16 -0.15 -0.57
H 0.04 0.13 -0.14
H -0.08 -0.12 -0.07
H -0.21 0.23 0.05
H -0.02 -0.34 0.00
H 0.13 -0.23 0.03
H -0.29 0.44 0.14
H -0.30 -0.06 -0.14
H -0.12 -0.07 0.34
H -0.34 -0.23 -0.15
H 0.09 0.33 0.10
H 0.27 -0.10 -0.02
H -0.32 -0.30 0.21
H 0.11 0.06 -0.39
H 0.09 0.46 0.22
H -0.24 -0.16 -0.33
H 0.13 -0.14 0.24
H -0.04 0.30 0.14
C 2.23 -0.68 -0.57
C -0.51 0.95 0.50
C 0.99 -0.45 -0.18
C -0.28 0.32 -0.32
C 0.68 -0.91 -0.50
C -1.08 0.25 -0.57
O -3.47 -1.35 0.73
H 0.35 -2.17 0.79
H 0.27 0.57 -0.07
H 0.04 -0.06 0.58
H -0.21 0.05 -0.04
H 0.62 -0.18 0.47
H -0.09 0.68 -0.16
N 2.04 0.07 -1.84
C -1.72 -0.07 1.68
C 0.36 0.17 -0.42
C 0.08 -0.08 -0.09
C -0.10 0.05 -0.10
C -1.21 -0.15 0.77
C 0.31 0.07 0.20
C 0.02 -0.07 -0.50
N 1.62 -0.04 -1.52
C 0.09 -0.10 0.47
C 0.00 -0.18 0.71
N -0.96 0.19 0.69
C -0.10 -0.30 -1.04
H 0.18 -0.02 -0.16
H -0.37 0.06 0.18
H -0.06 0.09 0.42
H 0.34 0.04 0.08
H 0.19 0.16 0.08
H -0.38 0.00 0.48
H -0.24 -0.09 -0.29